The following is a quantum chemistry calculation of a molecular structure, C32H33ILiNO3P, from the Open Molecules 2025 dataset.

The geometry in XYZ format:
```
72
Properties=species:S:1:pos:R:3:lowdin_charge:R:1
Li 0.089 0.468 1.021 0.542
C -1.022 -4.016 -1.942 -0.056
C -2.449 -3.620 -1.707 -0.287
C -3.459 -4.240 -2.429 -0.068
C -4.786 -3.873 -2.276 -0.105
C -5.118 -2.870 -1.380 -0.099
C -4.125 -2.253 -0.642 -0.089
C -2.788 -2.622 -0.778 -0.323
P -1.482 -1.643 0.082 1.132
C -0.517 -2.968 0.945 -0.297
C 0.847 -2.663 0.897 -0.129
C 1.820 -3.509 1.387 -0.112
C 1.440 -4.706 1.973 -0.092
C 0.096 -5.020 2.038 -0.064
C -0.896 -4.185 1.526 -0.265
C -2.307 -4.689 1.643 -0.056
C -2.360 -0.729 1.370 -0.383
C -2.910 -1.358 2.478 -0.118
C -3.534 -0.654 3.485 -0.133
C -3.560 0.742 3.411 -0.124
C -2.992 1.393 2.358 -0.077
C -2.353 0.707 1.280 -0.416
C -1.758 1.413 0.243 -0.167
H -0.911 -4.484 -2.920 0.074
H -0.682 -4.724 -1.185 0.081
H -0.375 -3.140 -1.887 0.066
H -3.198 -5.007 -3.149 0.102
H -5.555 -4.370 -2.855 0.092
H -6.149 -2.566 -1.261 0.096
H -4.375 -1.463 0.055 0.104
H 1.139 -1.731 0.441 0.061
H 2.869 -3.252 1.297 0.098
H 2.187 -5.390 2.358 0.097
H -0.208 -5.954 2.497 0.107
H -2.363 -5.728 1.318 0.082
H -3.002 -4.103 1.052 0.055
H -2.626 -4.660 2.686 0.083
H -2.849 -2.431 2.551 0.076
H -3.975 -1.171 4.325 0.077
H -4.029 1.305 4.211 0.091
H -3.013 2.477 2.326 0.098
H -2.005 2.464 0.151 0.019
H -1.647 0.910 -0.711 -0.002
C 2.169 3.121 -0.410 -0.036
N 3.164 2.249 0.171 -0.154
C 4.200 2.927 0.917 -0.059
C 2.831 0.968 0.438 -0.519
C 3.899 0.105 1.076 0.020
O 1.784 0.479 0.035 -0.050
H 2.625 3.681 -1.231 0.086
H 1.782 3.814 0.338 0.098
H 1.349 2.510 -0.780 0.081
H 4.323 3.928 0.506 0.084
H 5.150 2.400 0.842 0.082
H 3.899 3.000 1.966 0.090
H 4.742 -0.031 0.398 0.091
H 3.452 -0.858 1.299 0.070
H 4.252 0.550 2.000 0.080
I 4.622 -2.277 8.032 0.758
C 3.572 -1.359 6.424 -0.712
C 3.257 -0.017 6.508 -0.162
C 2.618 0.581 5.436 -0.022
C 2.256 -0.161 4.321 -0.112
C 2.558 -1.515 4.275 -0.011
C 3.237 -2.117 5.320 -0.152
C 1.560 0.514 3.140 -0.653
O 2.025 1.600 2.764 -0.003
O 0.614 -0.107 2.633 -0.050
H 3.513 0.561 7.385 0.086
H 2.388 1.637 5.462 0.117
H 2.258 -2.091 3.412 0.091
H 3.504 -3.162 5.266 0.088
```

Results
Net charge   -1
Energy above the lowest of the compared OMol25 structures with the same formula, charge and spin   0.0 kcal per mole
E_HOMO   -0.1076 hartree
Frontier orbital gap   5.0 eV
Energy   -58950.64371 eV
Molecular weight   644.4 g mol⁻¹

---

The following is a quantum chemistry calculation of a gas-phase ion, H2N5O2 (charge -1), from the Open Molecules 2025 dataset.

The geometry in XYZ format:
```
9
Properties=species:S:1:pos:R:3:nbo_charge:R:1
O 1.942 -0.903 -0.005 -0.627
N 0.832 -0.644 0.545 0.120
N -0.225 -1.084 -0.174 -0.342
N -1.341 -0.166 -0.243 -0.357
N -0.766 1.136 -0.028 -0.200
N 0.414 1.032 0.270 0.275
O 1.122 2.032 0.319 -0.520
H 0.173 -1.081 -1.088 0.311
H -2.151 -0.322 0.403 0.341
```

Results
Net charge   -1
Energy above the lowest of the compared OMol25 structures with the same formula, charge and spin   51.4 kcal per mole
E_HOMO   -0.1125 hartree
Frontier orbital gap   8.0 eV
Energy   -11571.94000 eV
Molecular weight   104.0 g mol⁻¹

---

The following is a quantum chemistry calculation of C3H7N3 in the gas phase, from the Open Molecules 2025 dataset.

The geometry in XYZ format:
```
13
Properties=species:S:1:pos:R:3:nbo_charge:R:1
H 2.786 0.039 0.273 0.289
N 2.199 -0.786 0.513 -0.652
C 1.217 -0.215 -0.107 0.392
N 1.173 1.148 -0.216 -0.877
C -0.044 -1.003 -0.409 -0.410
C -1.277 -0.668 -0.085 0.066
N -1.897 0.486 0.229 -0.819
H 0.131 1.456 -0.625 0.417
H 2.188 1.532 -0.436 0.410
H -0.242 -2.088 -0.613 0.255
H -2.118 -1.573 0.078 0.179
H -1.365 1.197 0.798 0.374
H -2.750 0.476 0.599 0.377
```

Results
Energy above the lowest of the compared OMol25 structures with the same formula, charge and spin   72.9 kcal per mole
E_HOMO   -0.3178 hartree
Frontier orbital gap   9.4 eV
Energy   -7691.51907 eV
Molecular weight   85.1 g mol⁻¹